[1]
The following is a DFT calculation (ωB97M-V/def2-TZVPD) of C27H27F3N5O2OsS as an isolated structure at a distorted geometry.

Computed properties:
ΔE to the lowest compared entry with this formula, charge and spin in eV: 2.989
Highest occupied orbital energy (spin up / spin down) in eV: -16.31 / -16.26
Net charge: +3

Structure (XYZ):
```
66
C27H27F3N5O2OsS | the Open Molecules 2025 dataset | ωB97M-V/def2-TZVPD
Os 0.27774 -0.54630 0.68079
S -2.17636 -0.60410 0.10429
F -4.59616 -1.01900 -1.62461
F -4.83096 0.29960 -3.32081
F -4.18006 1.08500 -1.42581
O -0.25826 0.14000 3.07039
O 2.21934 -0.71170 -0.21161
N -0.41726 -0.59440 -1.79841
N 0.97194 1.35900 0.55099
N 0.28474 -2.72910 0.67389
N -0.29296 1.44470 0.69219
N 0.40404 -5.56570 1.37869
C -0.77496 -0.30360 -4.13101
C 0.08854 -0.40230 4.34389
C 1.51414 -3.35570 1.20189
C 3.53644 0.48100 -1.83051
C -2.38966 3.02630 3.92009
C -0.88216 -3.44520 1.22519
C -2.62546 -0.19710 -2.61371
C -0.96276 1.97820 1.78929
C -1.62966 3.19380 1.64949
C 0.04914 -0.51980 -3.03631
C 1.59054 -4.84180 0.84439
C 2.16884 5.05470 -2.81881
C -2.13706 -0.12430 -3.91051
C -1.72676 -0.44850 -1.57081
C -1.71616 1.82860 4.08659
C -2.32666 3.72480 2.71639
C 2.85974 2.77900 -2.31891
C 1.07884 3.86830 -1.03391
C -0.99626 1.28860 3.03069
C 3.67714 1.64730 -2.54701
C -4.08256 0.04090 -2.26651
C -0.85596 -4.93810 0.89419
C 1.23194 5.01370 -1.78711
C 2.96854 3.95710 -3.08291
C 1.88794 2.74210 -1.27561
C 1.76404 1.54300 -0.53611
C 2.54204 0.37950 -0.84131
H 4.17984 -0.36210 -2.01931
H -1.59286 3.70820 0.70209
H 1.53514 -3.22350 2.28789
H -0.78326 -0.85700 4.81669
H 1.11864 -0.63480 -3.14691
H 4.42294 1.70020 -3.32551
H 0.29274 -2.87830 -0.34341
H 0.50764 0.36020 5.00289
H -1.80226 -3.02780 0.80549
H 0.43714 -6.55250 1.08369
H 0.42764 -5.57330 2.40839
H 2.50454 -5.27530 1.25789
H -2.84226 4.66660 2.61139
H -1.77746 1.32220 5.03569
H 2.38664 -2.85070 0.77609
H -1.71596 -5.43030 1.35549
H 1.61274 -4.97530 -0.24061
H 0.84804 -1.15720 4.15209
H -0.91626 -5.09450 -0.18611
H -0.35766 -0.26850 -5.12441
H 0.62894 5.88180 -1.57321
H 3.69274 4.00210 -3.88161
H 0.35194 3.83260 -0.23811
H 2.27884 5.95540 -3.40291
H -0.91096 -3.28810 2.30769
H -2.81106 0.07650 -4.73091
H -2.97346 3.41500 4.73839
```

[2]
The following is a DFT calculation (ωB97M-V/def2-TZVPD) of a 9-piece molecular cluster, C27H27F9O27 overall at a distorted geometry.

Computed properties:
ΔE to the lowest compared entry with this formula, charge and spin in eV: 5.624
Highest occupied orbital energy in eV: -10.81
Net charge: 0
SMILES string: O=C1OC[C@@H](F)O1.O=C1OC[C@@H](F)O1.O=C1OC[C@@H](F)O1.O=C1OC[C@@H](F)O1.O=C1OC[C@@H](F)O1.O=C1OC[C@@H](F)O1.O=C1OC[C@@H](F)O1.O=C1OC[C@@H](F)O1.O=C1OC[C@@H](F)O1

Structure (XYZ):
```
90
C27H27F9O27 | the Open Molecules 2025 dataset | ωB97M-V/def2-TZVPD
F 2.91420 7.67511 -4.30513
F 2.76694 1.04725 3.86104
F 13.14908 12.11197 -6.11115
F 8.71452 -3.23330 1.44683
F 4.92882 7.22216 5.04930
F 1.60320 13.56068 1.41076
F 0.23021 12.00558 -3.83038
F 6.72017 6.42030 -12.81294
F 3.42608 -0.88487 -3.44724
O 3.38346 6.53497 -2.39128
O 3.41361 12.66512 0.36128
O 9.89329 12.74278 -6.73438
O 6.96270 6.46741 3.38803
O 8.94872 11.70606 -4.95437
O -1.12840 15.48054 -5.40879
O 7.20419 7.48398 -9.69119
O 0.64234 0.51982 1.33794
O 7.74179 1.08998 0.86691
O 6.27103 7.53348 1.57828
O 5.61445 13.11148 0.83106
O -1.01020 13.32722 -6.12249
O 11.11478 11.46563 -5.46289
O 4.11910 12.16162 2.35027
O 0.98166 1.92940 3.00402
O 4.89448 -1.15204 -6.43584
O 7.67413 -0.28175 2.66071
O 3.93464 4.31693 -1.98339
O 8.62523 -0.98838 0.82496
O -0.52316 2.41923 1.36819
O 3.04303 -0.32355 -5.63299
O 3.64848 0.14881 -7.86077
O 9.48059 7.67587 -9.76120
O 4.83099 6.45679 2.94413
O -1.32621 13.60138 -4.00021
O 8.26195 6.53301 -11.31743
O 4.76003 5.48234 -3.76514
C 8.05033 0.02771 1.43199
C 4.04781 5.33241 -2.65933
C 4.47733 12.65924 1.17783
C 8.41917 7.28104 -10.23753
C 1.60762 0.68084 3.34670
C 6.01756 6.86326 2.51612
C 9.88265 11.93794 -5.70207
C 2.76247 11.82458 2.37229
C 1.73225 -0.01454 2.00701
C 5.09372 6.81903 -3.95961
C -1.19417 14.25059 -5.14428
C 11.16939 13.09033 -7.13322
C 6.96599 6.13917 -11.54268
C -1.23439 12.03657 -5.63872
C 7.99169 -1.58090 2.93727
C 0.30974 1.67252 1.86305
C 11.93758 11.86481 -6.58169
C 4.97794 6.07595 4.31168
C 4.94756 -1.27394 -5.07081
C 3.86355 -0.35855 -6.73860
C 8.89181 -1.93559 1.79482
C 2.25758 12.39511 1.04569
C -1.06584 12.20651 -4.16920
C 3.51084 -1.25840 -4.73746
C 6.18346 6.98454 -10.58220
C 3.84380 7.51511 -3.33453
C 6.41812 5.53785 4.34085
H 1.51592 11.77653 0.54032
H 2.66661 0.29403 1.53813
H 11.51071 14.02237 -6.68276
H 3.04352 -2.22953 -4.90060
H 6.65386 5.10079 -11.43112
H 12.06498 11.00501 -7.23943
H 6.60872 4.53489 3.95896
H 5.51098 6.38445 -9.96920
H 6.02687 7.12895 -3.48921
H -1.71188 11.55212 -3.58396
H -0.55162 11.30863 -6.07691
H 4.30185 5.27176 4.60200
H -2.24374 11.73071 -5.91399
H 9.93320 -1.83573 2.10084
H 11.18338 13.20733 -8.21683
H 5.45756 -2.22577 -4.92247
H 5.42523 -0.38468 -4.65955
H 2.15159 12.33568 3.11641
H 1.73017 -1.09808 1.88852
H 8.52595 -1.67422 3.88275
H 2.49116 10.77304 2.27875
H 6.75912 5.66361 5.36847
H 7.11993 -2.23383 2.97993
H 5.10126 7.07592 -5.01888
H 5.60844 7.83570 -10.94687
H 1.15344 0.02469 4.08918
H 3.91071 8.51935 -2.91603
```

[3]
The following is a DFT calculation (ωB97M-V/def2-TZVPD) of C27H27FN2O4S as an isolated structure at a distorted geometry.

Computed properties:
Highest occupied orbital energy in eV: -8.07
Net charge: 0

Structure (XYZ):
```
62
C27H27FN2O4S | the Open Molecules 2025 dataset | ωB97M-V/def2-TZVPD
S 2.26772 2.68900 -1.73243
F 0.22917 2.94501 0.64543
O -1.45995 -1.56594 2.47149
O -1.74456 1.02049 -1.18768
O 4.80979 -2.01265 1.19328
O 4.67394 0.57851 1.65808
N -2.37463 -0.93106 0.41172
N -0.01971 0.37121 0.20138
C -0.51274 0.58368 -1.23886
C 3.77381 -1.45535 0.58082
C -1.66870 4.07173 1.03224
C -3.90494 -1.95864 -2.16631
C -1.52097 -0.82850 1.44033
C 3.93120 2.03697 -1.74515
C 4.28234 0.96419 -2.10280
C -1.03441 3.05196 1.16362
C 5.70380 -1.43132 1.86621
C -3.34306 -2.37042 0.15499
C 0.47927 0.53495 -2.27413
C -3.08895 -2.92394 -1.14279
C 3.57121 0.07284 1.16153
C 3.03111 0.35057 -2.57041
C 1.82254 0.93922 -1.96909
C -2.99859 1.79219 1.51253
C 5.75850 -0.04053 1.52264
C -4.89289 -1.88235 0.20041
C 1.46949 -1.55966 -0.03945
C 2.71625 -2.16745 0.43319
C -3.56105 2.98844 1.44359
C -3.07124 4.03819 1.30383
C -0.73522 0.57772 1.20986
C 1.25304 -0.40853 0.28943
C -5.01852 -1.34632 -1.41587
C -1.64416 1.78080 1.19866
C 2.25073 0.37822 0.92903
H -3.67784 5.13495 1.19741
H 4.52365 2.97742 -1.39560
H 5.22956 0.50908 -2.11800
H -3.46609 -4.07421 -0.92509
H -3.44925 0.75732 1.75377
H -3.10212 -1.21445 -2.43095
H 0.57348 -2.04516 -0.41024
H -1.35040 5.06011 0.72128
H -5.21207 -1.12745 1.00293
H -4.94396 -0.08934 -1.39389
H -4.12941 -2.84615 -3.00860
H 3.06008 -0.74595 -2.66323
H 6.36599 0.71885 2.08669
H 2.00262 1.53745 1.26478
H 0.04432 1.00155 -3.13686
H -2.53855 -0.35540 -0.32220
H -0.10706 0.51028 2.22269
H -5.89189 -1.71272 -1.73861
H 6.21087 0.12445 0.49622
H 6.92511 -1.97517 1.75855
H -3.21942 -2.87070 1.26613
H 5.48465 -1.42887 2.76726
H -2.08079 -3.02516 -1.08243
H -4.65298 2.89601 2.08102
H 0.46963 -0.66568 -2.72185
H -5.48479 -2.64331 0.23152
H 2.98708 -3.29099 0.05799
```

net charge of number 2 (C27H27F9O27)?
0